1.
Entry from the OMol25 dataset: 2 unconnected molecules or ions with the total composition C2H7OS (ωB97M-V/def2-TZVPD).

Output
energy = -553.79359 a.u.
ΔE to the lowest compared entry with this formula, charge and spin = 44.1 kcal per mole
charge = -1
HOMO-LUMO gap = 0.217 Ha

CARTESIAN COORDINATES (ANGSTROEM)
S -0.763 -1.273 -0.943
O 1.015 1.618 1.053
C -0.080 2.285 0.628
C 0.720 -1.317 0.097
H -0.107 3.358 0.944
H -0.171 2.348 -0.496
H -1.216 -0.070 -0.573
H 0.553 -2.018 0.919
H 0.897 -0.330 0.538
H -1.072 1.854 0.935
H 1.562 -1.658 -0.500

---

2.
Entry from the OMol25 dataset: a molecular structure, C13F4N5O4SSeTl (ωB97M-V/def2-TZVPD).

Output
energy = -4441.51774 a.u.
ΔE to the lowest compared entry with this formula, charge and spin = 20.8 kcal per mole
HOMO-LUMO gap = 0.223 Ha

CARTESIAN COORDINATES (ANGSTROEM)
Tl 1.750 1.862 -2.666
Se 5.333 3.477 -4.863
S 0.789 -0.690 -2.138
F 1.540 -0.379 2.455
F 0.738 1.712 1.068
F -2.709 -2.417 1.800
F -3.493 -0.328 0.402
O 0.343 0.390 -3.194
O 1.724 0.230 -1.271
O -0.346 -1.081 -1.343
O 1.543 -1.715 -2.779
N 0.110 3.153 -1.456
N 2.910 3.419 -3.250
N -3.978 2.108 -1.453
N -1.522 -4.721 3.376
N 2.262 -2.990 3.810
C 0.337 -0.391 1.911
C 3.907 3.382 -3.923
C -0.099 -2.638 2.825
C -0.065 0.662 1.193
C -2.266 -0.359 0.893
C -2.979 1.881 -0.936
C -0.928 -3.778 3.099
C -1.366 0.722 0.560
C -1.864 -1.422 1.602
C -0.519 -1.544 2.142
C 1.226 -2.787 3.359
C -1.693 1.706 -0.328
C -0.684 2.535 -0.894

---

3.
Entry from the OMol25 dataset: a single C6H16Cl2Si2 molecule (ωB97M-V/def2-TZVPD).

Output
energy = -1737.69907 a.u.
ΔE to the lowest compared entry with this formula, charge and spin = 22.9 kcal per mole
structure (SMILES) = C[Si](C)(Cl)CC[Si](C)(C)Cl
HOMO-LUMO gap = 0.393 Ha

CARTESIAN COORDINATES (ANGSTROEM)
Cl -1.675 -2.082 -0.482
Cl 0.114 2.993 -0.141
Si -0.122 1.380 1.213
Si 0.010 -1.382 -1.189
C -0.545 0.172 -2.162
C 0.135 2.018 2.928
C 1.140 -1.128 0.297
C 0.487 -2.706 -2.373
C -1.903 0.904 0.841
C 1.344 0.293 0.850
H -0.352 -3.093 -2.963
H -1.903 -0.161 0.651
H -2.499 1.402 1.635
H 1.947 0.940 0.167
H 1.025 -3.557 -1.914
H 2.134 -1.459 0.055
H -2.114 1.320 -0.124
H 1.863 0.205 1.812
H -0.113 1.060 -1.569
H 0.768 -1.875 1.025
H -0.150 0.347 -3.151
H -0.024 1.239 3.705
H -0.410 2.870 3.102
H -1.583 0.241 -2.114
H 1.154 2.363 2.927
H 1.270 -2.304 -3.026

---

4.
Entry from the OMol25 dataset: 3 unconnected molecules or ions with the total composition C3H12N3S (ωB97M-V/def2-TZVPD).

Output
energy = -683.52072 a.u.
ΔE to the lowest compared entry with this formula, charge and spin = 154.4 kcal per mole
charge = +1
HOMO-LUMO gap (spin up / spin down) = 0.262 / 0.262 Ha

CARTESIAN COORDINATES (ANGSTROEM)
S -2.331 -1.168 -0.193
N 2.875 -0.782 -1.155
N 1.279 0.894 0.469
N 0.395 0.441 1.277
C 0.661 -0.872 1.630
C -2.663 1.497 -0.447
C -1.763 0.381 -0.155
H 0.978 1.717 0.011
H 3.666 -0.429 -1.682
H -2.359 2.351 0.194
H 2.037 0.211 0.191
H 1.810 -1.174 1.715
H 0.171 -1.112 2.558
H 2.082 -0.752 -1.748
H 0.039 -1.517 0.838
H -2.337 1.946 -1.487
H -3.821 1.202 -0.521
H -3.586 -1.009 -0.579
H 2.866 -1.825 -0.918

---

5.
Entry from the OMol25 dataset: 2 unconnected molecules or ions with the total composition CH2NP (ωB97M-V/def2-TZVPD).

Output
energy = -435.21717 a.u.
ΔE to the lowest compared entry with this formula, charge and spin = 98.7 kcal per mole
HOMO-LUMO gap (spin up / spin down) = 0.246 / 0.246 Ha

CARTESIAN COORDINATES (ANGSTROEM)
P -1.411 -0.644 0.018
N 2.790 0.340 -0.014
C 1.700 -0.016 -0.056
H -1.368 0.158 1.083
H -1.712 0.161 -1.032

---

6.
Entry from the OMol25 dataset: a single C2HNO molecule (ωB97M-V/def2-TZVPD).

Output
energy = -206.59287 a.u.
2S+1 = 3
ΔE to the lowest compared entry with this formula, charge and spin = 13.9 kcal per mole
⟨S²⟩ = 2.01
HOMO-LUMO gap (spin up / spin down) = 0.307 / 0.306 Ha

CARTESIAN COORDINATES (ANGSTROEM)
O 0.086 0.345 1.679
N -0.270 -3.019 0.357
C 0.027 -1.954 0.647
C -0.039 -0.219 0.651
H -0.099 0.196 -0.349